This record from the Open Molecules 2025 dataset describes the molecule CH5N3O2 in a non-equilibrium geometry. The level of theory is ωB97M-V with the def2-TZVPD basis set.

The geometry in XYZ format:
```
11
Properties=species:S:1:pos:R:3
C -0.052 0.425 0.006
H -2.160 0.245 -0.067
H -0.317 -1.602 -0.316
H -0.259 2.346 0.116
H 1.769 1.220 -0.334
H 2.570 -1.110 0.486
N -0.666 -0.793 0.175
N -0.758 1.498 -0.100
N 1.351 0.507 0.212
O -2.040 -0.768 -0.036
O 1.942 -0.748 -0.205
```

Computed properties:
Lowest unoccupied orbital energy ... 0.62 eV
Electronic energy ... -355.7306 Eh
Energy above the lowest of the compared OMol25 structures with the same formula, charge and spin ... 58.7 kcal/mol
Molar mass ... 91.07 g mol⁻¹

---

This record from the Open Molecules 2025 dataset describes the molecule C6H8 in a non-equilibrium geometry. The level of theory is ωB97M-V with the def2-TZVPD basis set.

The geometry in XYZ format:
```
14
Properties=species:S:1:pos:R:3
C -0.389 0.963 -0.016
C 1.020 0.929 0.675
C -1.495 0.094 0.409
C 0.725 -0.958 -0.484
C 1.848 -0.055 0.327
C -0.884 -0.320 -0.869
H -0.703 1.931 -0.392
H 1.274 1.782 1.314
H -1.424 -0.575 1.352
H -2.491 0.441 0.455
H 0.972 -1.262 -1.504
H 0.748 -1.942 -0.106
H 2.692 -0.483 0.655
H -1.209 -0.165 -1.822
```

Computed properties:
Lowest unoccupied orbital energy ... 1.24 eV
Electronic energy ... -233.2523 Eh
Energy above the lowest of the compared OMol25 structures with the same formula, charge and spin ... 84.5 kcal/mol
Molar mass ... 80.13 g mol⁻¹

---

This record from the Open Molecules 2025 dataset describes a structure of composition C2H3FKO2 in a non-equilibrium geometry. The level of theory is ωB97M-V with the def2-TZVPD basis set.

The geometry in XYZ format:
```
9
Properties=species:S:1:pos:R:3
F -2.176 0.516 -0.600
H -2.429 0.307 -1.678
O -3.761 -0.789 -1.983
C -4.029 -0.798 -0.745
C -3.978 -2.187 -0.080
O -4.167 -3.164 -0.765
K -4.497 -2.918 -3.306
H -4.705 -0.044 -0.312
H -3.595 -2.246 0.955
```

Computed properties:
Lowest unoccupied orbital energy ... -5.55 eV
Electronic energy ... -928.0185 Eh
Energy above the lowest of the compared OMol25 structures with the same formula, charge and spin ... 31.4 kcal/mol
Charge ... +1
Molar mass ... 117.14 g mol⁻¹

---

This record from the Open Molecules 2025 dataset describes the molecule C6H10N2O in a non-equilibrium geometry. The level of theory is ωB97M-V with the def2-TZVPD basis set.

The geometry in XYZ format:
```
19
Properties=species:S:1:pos:R:3
C 0.325 0.985 1.647
N -0.086 -0.217 0.905
C 0.288 -0.422 -0.450
C 0.493 0.722 -1.367
C -1.488 -1.861 1.532
C 0.486 -1.657 -0.955
C -0.160 1.889 -1.316
O 1.446 0.507 -2.352
N -0.364 -1.268 1.760
H 1.467 1.282 -2.936
H 1.245 1.422 1.247
H -0.476 1.730 1.620
H 0.512 0.756 2.703
H -2.185 -1.560 0.732
H -1.784 -2.717 2.158
H 0.396 -2.543 -0.340
H 0.773 -1.818 -1.989
H -0.934 2.079 -0.582
H 0.047 2.692 -2.015
```

Computed properties:
Lowest unoccupied orbital energy ... 0.84 eV
Electronic energy ... -419.2577 Eh
Energy above the lowest of the compared OMol25 structures with the same formula, charge and spin ... 80.8 kcal/mol
Molar mass ... 126.16 g mol⁻¹

---

This record from the Open Molecules 2025 dataset describes a structure of composition C16H22IrNO7SSe2 in a non-equilibrium geometry. The level of theory is ωB97M-V with the def2-TZVPD basis set.

The geometry in XYZ format:
```
50
Properties=species:S:1:pos:R:3
Ir -0.856 -2.697 -0.288
O -1.963 3.522 0.862
C -1.846 2.975 -0.449
C -2.118 1.460 -0.429
C -1.930 1.052 -1.907
O -2.082 -0.305 -2.212
C -1.101 0.796 0.491
Se -1.627 -1.016 1.124
C -3.511 1.242 0.157
Se -3.825 -0.642 0.490
H -1.944 4.479 0.796
H -0.837 3.147 -0.840
H -2.564 3.451 -1.126
H -0.932 1.389 -2.205
H -2.663 1.612 -2.502
H -1.193 -0.701 -2.234
H -0.977 1.394 1.393
H -0.134 0.671 0.011
H -4.295 1.636 -0.494
H -3.582 1.767 1.107
C 3.628 3.809 1.906
C 3.194 2.580 1.152
C 3.295 1.315 1.720
C 2.883 0.185 1.026
C 2.367 0.308 -0.253
C 2.264 1.565 -0.837
C 2.674 2.687 -0.136
S 1.835 -1.149 -1.152
O 3.000 -1.590 -1.890
O 0.735 -0.620 -1.961
N 1.315 -2.152 -0.083
C 2.083 -3.371 0.175
C 1.262 -4.670 0.128
O 1.877 -5.719 0.235
O -0.028 -4.588 0.023
H 3.936 3.560 2.921
H 2.817 4.538 1.969
H 4.469 4.298 1.410
H 3.688 1.212 2.725
H 2.933 -0.796 1.483
H 1.850 1.648 -1.833
H 2.584 3.667 -0.594
H 2.504 -3.343 1.187
H 2.913 -3.488 -0.521
C -3.575 -4.245 0.300
C -2.590 -3.601 -0.657
O -2.584 -3.993 -1.812
H -4.374 -4.734 -0.257
H -3.986 -3.553 1.041
H -2.989 -4.993 0.838
```

Computed properties:
Lowest unoccupied orbital energy (alpha / beta) ... 2.03 / 2.02 eV
Electronic energy ... -6509.7492 Eh
Energy above the lowest of the compared OMol25 structures with the same formula, charge and spin ... 38.3 kcal/mol
Spin multiplicity ... 2
Charge ... -1
Molar mass ... 722.56 g mol⁻¹

---

This record from the Open Molecules 2025 dataset describes a structure of composition C47H74MnN2O3 in a non-equilibrium geometry. The level of theory is ωB97M-V with the def2-TZVPD basis set.

The geometry in XYZ format:
```
127
Properties=species:S:1:pos:R:3
Mn -18.906 7.588 -5.628
C -18.182 7.357 -3.289
C -18.431 8.761 -3.011
C -19.846 8.901 -2.702
C -20.357 7.634 -2.670
C -19.351 6.642 -2.982
C -19.481 5.123 -2.811
C -18.680 4.698 -1.567
C -18.915 4.398 -4.042
C -20.984 4.808 -2.602
C -20.673 10.152 -2.882
C -20.428 11.266 -1.860
C -22.201 9.872 -2.712
C -20.529 10.654 -4.368
C -17.260 9.686 -2.610
C -15.939 9.025 -2.792
C -17.467 10.038 -1.100
C -17.214 10.970 -3.421
H -17.184 7.032 -3.476
H -21.389 7.323 -2.520
H -17.643 4.957 -1.761
H -18.822 3.638 -1.444
H -19.078 5.198 -0.715
H -17.897 4.557 -4.134
H -19.376 4.733 -4.980
H -19.069 3.329 -3.922
H -21.424 5.391 -1.760
H -21.168 3.741 -2.429
H -21.498 5.135 -3.496
H -20.528 10.818 -0.867
H -21.168 12.051 -1.934
H -19.463 11.694 -1.912
H -22.433 9.751 -1.676
H -22.592 9.030 -3.266
H -22.721 10.750 -2.998
H -19.499 10.789 -4.721
H -20.980 11.621 -4.484
H -21.074 9.938 -5.044
H -15.785 8.182 -2.143
H -15.132 9.735 -2.653
H -15.821 8.653 -3.821
H -17.656 9.101 -0.602
H -18.304 10.723 -0.873
H -16.596 10.544 -0.659
H -17.365 10.719 -4.460
H -16.268 11.492 -3.253
H -18.021 11.613 -3.169
C -18.890 10.162 -12.073
C -17.611 10.535 -11.343
C -17.585 12.093 -11.318
C -16.453 9.930 -12.173
C -17.567 9.964 -9.878
C -18.699 9.467 -9.218
C -18.630 8.955 -7.930
N -19.682 8.439 -7.124
C -21.011 8.131 -7.369
C -21.774 8.693 -8.347
C -23.033 8.230 -8.583
C -23.511 7.132 -7.853
C -22.796 6.570 -6.815
C -21.507 7.113 -6.502
O -20.736 6.824 -5.466
C -23.380 5.458 -5.989
C -22.420 4.240 -5.969
C -24.748 4.923 -6.540
C -23.595 5.922 -4.541
C -23.934 9.004 -9.581
C -24.200 10.361 -8.913
C -25.314 8.338 -9.775
C -23.291 9.155 -10.958
C -17.374 9.020 -7.259
O -17.354 8.524 -5.994
C -16.195 9.506 -7.932
C -16.384 9.982 -9.198
C -14.792 9.505 -7.260
C -14.623 8.241 -6.495
C -14.654 10.664 -6.296
C -13.672 9.624 -8.292
H -18.700 10.402 -13.116
H -19.782 10.649 -11.693
H -19.113 9.089 -11.979
H -17.801 12.517 -12.334
H -16.587 12.525 -11.143
H -18.185 12.455 -10.467
H -16.589 10.270 -13.212
H -16.565 8.867 -12.124
H -15.449 10.135 -11.801
H -19.648 9.444 -9.740
H -21.434 9.635 -8.756
H -24.528 6.797 -7.963
H -22.309 3.719 -6.909
H -22.675 3.585 -5.163
H -21.399 4.602 -5.676
H -24.713 4.369 -7.460
H -25.483 5.710 -6.619
H -25.117 4.204 -5.788
H -22.699 6.368 -4.165
H -24.002 5.101 -3.929
H -24.409 6.674 -4.537
H -24.475 10.218 -7.882
H -24.984 10.868 -9.415
H -23.325 10.987 -8.944
H -25.921 8.218 -8.862
H -25.208 7.343 -10.212
H -25.912 8.912 -10.522
H -22.537 9.895 -10.929
H -24.041 9.493 -11.685
H -22.957 8.204 -11.293
H -15.512 10.362 -9.774
H -15.401 8.052 -5.789
H -13.618 8.216 -5.961
H -14.665 7.408 -7.215
H -15.381 10.605 -5.478
H -14.689 11.599 -6.798
H -13.748 10.637 -5.772
H -13.741 8.892 -9.133
H -12.770 9.420 -7.734
H -13.551 10.600 -8.731
C -17.233 4.103 -8.034
C -18.145 5.264 -7.680
N -19.105 5.644 -8.542
O -17.975 5.846 -6.631
H -16.963 3.662 -7.081
H -16.294 4.448 -8.490
H -17.624 3.371 -8.699
H -19.188 5.143 -9.412
H -19.619 6.463 -8.245
```

Computed properties:
Lowest unoccupied orbital energy (alpha / beta) ... -0.71 / -2.51 eV
Electronic energy ... -3321.5041 Eh
Energy above the lowest of the compared OMol25 structures with the same formula, charge and spin ... 0.0 kcal/mol
Spin multiplicity ... 6
Molar mass ... 770.06 g mol⁻¹

---

- Among the records above, which one has the highest energy above the lowest of the compared OMol25 structures with the same formula, charge and spin?
  C6H8